Entry 1:
Entry from the Open Molecules 2025 dataset: C35H37ClNOP2RuSSe4 as an isolated structure (wB97M-V/def2-TZVPD).

## Properties
net charge: 0
LUMO energy (spin up / spin down): 0.047 / -0.834 eV
2S+1: 6
energy above the lowest of the compared OMol25 structures with the same formula, charge and spin: 1.7842 eV
orbital gap (spin up / spin down): 6.780 / 6.296 eV
expectation value of S²: 8.785
HOMO energy (spin up / spin down): -6.73 / -7.13 eV

Each line ends with the Löwdin charge.
Atoms and positions in Å:
Ru -0.3305 1.5236 1.6616  0.1703
Se -1.6528 2.9144 5.1209  -0.1886
Se -1.0062 3.7525 1.8659  0.1710
Se -0.2473 1.3003 4.1795  0.0224
Se -0.4401 4.7479 5.4945  0.0013
Cl -2.9181 -2.6669 0.4857  0.6721
S -3.4644 1.1708 2.4535  0.7535
P 0.6774 -0.7654 1.7299  0.9345
P -0.1610 1.7297 -0.6501  0.9121
O -2.5212 0.6552 1.3869  -0.6868
N 2.2154 0.1600 -1.2314  -0.1582
C 4.3827 -1.5417 4.3748  -0.0838
C -1.0949 -0.5319 -2.0507  -0.0953
C 0.4658 4.4223 -0.9739  -0.1744
C 2.6790 -2.3874 2.9019  -0.0810
C -0.8990 4.7619 -3.3601  -0.0792
C -4.6665 -0.1532 2.6130  -0.2492
C 2.5905 -0.6471 -2.3270  -0.2400
C -0.1738 5.8161 -2.8251  -0.0843
C -0.2740 3.3598 -1.4946  -0.3850
C -4.5354 2.3423 1.6179  -0.2541
C 0.4219 -2.2997 0.7529  -0.3104
C 3.7901 -2.6027 3.7031  -0.0797
C -3.3981 -0.8586 -2.6503  -0.0960
C 2.7608 -0.0438 3.4233  -0.1505
C 0.5155 5.6409 -1.6348  -0.0733
C -0.4773 -2.9468 1.7694  -0.3890
C 1.5149 1.4104 -1.4408  -0.2556
C 2.6319 -0.0829 0.0513  -0.0773
C -2.0918 -1.3163 -2.6174  -0.0949
C 3.6728 -1.5270 -2.2175  -0.0341
C 2.2771 -1.4100 -4.6011  -0.0760
C 0.6950 -2.8782 -0.4126  -0.0599
C 1.9058 -0.5918 -3.5463  -0.0427
C -1.6010 -3.7431 1.1380  -0.5792
C 2.1396 -1.1071 2.7724  -0.3775
C 3.3315 -2.3025 -4.4752  -0.0960
C -1.0468 -4.5554 0.0000  -0.1133
C 0.0171 -4.1474 -0.7005  -0.0680
C -0.6943 -1.6975 2.6364  -0.2801
C -3.7102 0.3789 -2.0985  -0.0771
C -2.7175 1.1555 -1.5271  -0.1279
C 4.0267 -2.3475 -3.2766  -0.0815
C 3.8696 -0.2627 4.2299  -0.0685
C -1.3918 0.7179 -1.5226  -0.3583
C -0.9412 3.5381 -2.7058  -0.0839
H -2.9647 2.1119 -1.0810  0.1062
H -1.6360 -1.1996 2.4196  0.0122
H 5.2485 -1.7127 5.0015  0.1028
H -4.9973 -0.4511 1.6185  0.0515
H 0.3632 -4.7383 -1.5403  0.1065
H -5.3041 2.6725 2.3170  0.0626
H -4.1769 -1.4691 -3.0895  0.1041
H 2.8832 0.7871 0.6472  0.0748
H -0.1432 6.7699 -3.3361  0.1028
H 1.3536 -2.4536 -1.1596  0.0849
H -1.5768 -5.4572 -0.2800  0.1057
H 1.4483 1.6389 -2.5006  0.0941
H 1.7247 -1.3480 -5.5300  0.1066
H -3.9057 3.1838 1.3347  0.0063
H 4.1965 -3.6016 3.7991  0.1029
H 2.2467 -3.2202 2.3614  0.0975
H -0.5592 -1.8167 3.7082  0.0770
H -1.8440 -2.2926 -3.0150  0.1074
H 2.3684 0.9590 3.3132  0.0434
H -2.1013 -4.3692 1.8715  0.1031
H -1.5015 2.7239 -3.1450  0.0980
H -4.1640 -0.9873 3.0995  0.0470
H 4.8693 -3.0174 -3.1622  0.1054
H -4.9766 1.8661 0.7418  0.0547
H 4.3305 0.5719 4.7421  0.1086
H 3.2026 -0.9791 0.2304  0.0668
H 4.2598 -1.5590 -1.3119  0.1022
H 2.1121 2.2113 -0.9896  0.0970
H 1.0880 6.4558 -1.2109  0.1073
H 0.1118 -3.6915 2.3244  0.1499
H 1.0648 0.0722 -3.6806  0.0974
H -4.7330 0.7350 -2.1111  0.1042
H -5.5002 0.1914 3.2245  0.0596
H 3.6138 -2.9419 -5.3006  0.1004
H -1.4334 4.8874 -4.2933  0.1030
H 0.9942 4.3000 -0.0371  0.0547
H -0.0878 -0.9159 -2.0031  0.0648

Entry 2:
Entry from the Open Molecules 2025 dataset: an isolated ion of composition C5H14NSi and charge +1 (wB97M-V/def2-TZVPD).

## Properties
net charge: +1
LUMO energy (spin up / spin down): -5.285 / -5.013 eV
energy above the lowest of the compared OMol25 structures with the same formula, charge and spin: 3.9337 eV
orbital gap (spin up / spin down): 7.304 / 7.710 eV
HOMO energy (spin up / spin down): -12.59 / -12.72 eV

Each line ends with the Löwdin charge.
Atoms and positions in Å:
Si 0.7227 -0.3593 0.1564  0.6872
N -1.9550 -1.1610 -0.9172  0.0186
C 1.2157 -0.2061 -1.6115  -0.1843
C 0.0686 2.5361 0.5165  -0.1393
C 1.1684 -1.8486 1.1309  -0.1476
C -1.5147 -0.3529 0.1039  -0.2379
C 0.2087 1.1613 1.0943  -0.0954
H 0.8796 -1.0161 -2.3625  0.0828
H 1.7768 -2.4760 0.5915  0.0072
H 1.6096 -1.6199 2.0545  0.0248
H 0.8944 0.7746 -1.9791  0.0322
H -2.1318 0.6266 -0.0764  0.1426
H -1.7332 -0.7355 -1.8449  0.1248
H 0.8039 3.1710 0.9639  0.0865
H 2.3453 -0.2089 -1.6552  0.0632
H -1.7140 -0.6909 1.0505  0.0486
H -0.8529 3.0806 0.7355  0.0892
H 0.2512 2.8231 -0.5548  0.1009
H -0.3214 1.1002 2.0138  0.0766
H 0.1606 -2.4229 1.3433  0.1000
H -1.8824 -2.1752 -0.7534  0.1192

Entry 3:
Entry from the Open Molecules 2025 dataset: a 2-piece molecular cluster, C4H8Cl2O3 overall (wB97M-V/def2-TZVPD).

## Properties
SMILES string: COC(=O)OC.ClCCl
net charge: 0
LUMO energy: 0.871 eV
energy above the lowest of the compared OMol25 structures with the same formula, charge and spin: 0.1145 eV
orbital gap: 11.802 eV
HOMO energy: -10.93 eV

Each line ends with the Löwdin charge.
Atoms and positions in Å:
Cl -3.9587 -2.6958 3.2469  0.4771
Cl -1.9574 -1.6223 1.3879  0.5323
O 2.6954 0.7504 -0.8451  0.1341
O 0.6832 1.5187 -1.5301  0.0198
O 0.7514 -0.0126 -0.0331  -0.0172
C 1.3525 2.4529 -2.3667  -0.0452
C 1.4987 0.7724 -0.8098  -0.6350
C 1.4513 -0.8193 0.8922  -0.0648
C -3.6952 -1.9317 1.6518  -0.9877
H 2.0378 -1.5735 0.3693  0.1024
H 2.0833 -0.2036 1.5359  0.1018
H 0.6877 3.1137 -2.9171  0.0931
H 1.8547 3.1906 -1.7253  0.0999
H -4.0770 -2.5941 0.8850  0.0236
H -4.2682 -1.0127 1.6619  0.0228
H 2.1095 1.9678 -2.9735  0.0969
H 0.7510 -1.3009 1.5699  0.0461

Entry 4:
Entry from the Open Molecules 2025 dataset: the molecule C4H3ClFNS (wB97M-V/def2-TZVPD).

## Properties
SMILES string: F[C@@]1(Cl)C=CNC1=S
net charge: 0
LUMO energy: -0.517 eV
energy above the lowest of the compared OMol25 structures with the same formula, charge and spin: 1.1210 eV
orbital gap: 8.330 eV
HOMO energy: -8.85 eV

Each line ends with the Löwdin charge.
Atoms and positions in Å:
Cl -0.5934 -1.5141 -0.8177  0.7939
S 2.1651 0.1428 -0.0026  0.7258
F -0.2010 -0.9684 1.4872  0.0382
N -0.0303 1.7069 -0.3974  0.0237
C -0.5040 -0.3046 0.4092  -0.9997
C -1.7256 0.5096 0.3462  -0.0788
C 0.5951 0.5581 -0.0102  -0.8604
C -1.3820 1.7285 -0.1762  -0.0874
H -2.2301 2.4829 -0.0337  0.1561
H 0.5001 2.5496 -0.7313  0.1803
H -2.7048 0.2411 0.6902  0.1082

Looking at max |F| for the records above, in order, we have 0.0156, 0.0875, 0.0341, 0.0975 hartree/bohr.